[1]
Density functional theory data (ωB97M-V/def2-TZVPD) for a 16-piece molecular cluster, C40H116N4O16 overall.

CARTESIAN COORDINATES (ANGSTROEM)
C -6.2005 0.5202 4.0766
C -6.2940 0.7513 2.5999
C -7.2567 1.8180 2.2287
O -5.0227 0.9608 2.0552
H -5.6391 -0.4098 4.2792
H -7.1823 0.4045 4.5330
H -5.6909 1.3617 4.5327
H -6.8145 -0.1745 2.1871
H -6.8461 2.8798 2.4738
H -8.2101 1.6396 2.7074
H -7.3694 1.8159 1.1389
H -4.4356 0.3325 2.5797
C 4.0257 2.4143 5.2993
C 3.2430 1.4300 4.3920
C 2.4722 2.1471 3.3228
O 4.1779 0.6002 3.6417
H 3.4288 3.1878 5.7817
H 4.7436 2.8803 4.6666
H 4.5772 1.8925 6.0254
H 2.5632 0.7818 4.9809
H 3.1323 2.1981 2.4936
H 2.1885 3.2056 3.5660
H 1.6286 1.5971 2.9355
H 3.9963 -0.3509 3.7598
C -3.7549 -1.9398 0.3373
C -3.4705 -2.3337 1.7712
C -2.2045 -3.2234 1.8592
O -3.3781 -1.2129 2.6634
H -3.0344 -1.2649 -0.1151
H -4.7071 -1.4819 0.3615
H -3.7909 -2.8600 -0.1991
H -4.3598 -2.9301 2.0726
H -2.4390 -4.1026 1.3023
H -1.8948 -3.3704 2.8687
H -1.4118 -2.6761 1.3280
H -2.5036 -1.2310 3.0316
C -0.5251 1.9174 6.2498
C -1.4542 0.7863 5.8706
C -2.9094 1.2417 5.6488
O -0.9481 0.1480 4.6739
H -0.7683 2.3807 7.2154
H -0.4617 2.6783 5.4747
H 0.4958 1.5125 6.4073
H -1.4396 -0.0212 6.5798
H -3.4465 0.4146 5.1775
H -3.0361 2.0862 4.9219
H -3.3976 1.4013 6.6066
H -0.9094 0.7619 3.9092
C 6.6455 -4.5769 -3.7763
C 5.8220 -3.9606 -4.8654
C 4.6635 -4.8903 -5.0528
O 5.3037 -2.6916 -4.3921
H 6.0423 -5.0499 -2.9765
H 7.2890 -3.7496 -3.3837
H 7.2771 -5.3629 -4.1045
H 6.3410 -3.7939 -5.8286
H 4.0639 -4.9487 -4.1118
H 5.0447 -5.9122 -5.2430
H 4.0424 -4.5842 -5.8795
H 6.0966 -2.2089 -4.2376
C 1.1486 -2.7516 3.1686
C 2.1576 -2.5804 4.2515
C 2.5166 -3.8934 4.9398
O 3.3055 -1.9446 3.7610
H 0.2690 -3.2468 3.6480
H 1.5364 -3.1683 2.2168
H 0.7828 -1.7610 2.9118
H 1.7026 -1.8935 4.9782
H 3.1901 -3.7759 5.7973
H 2.9406 -4.5344 4.1785
H 1.5534 -4.3020 5.3006
H 3.7203 -2.5035 3.0802
C -3.3454 6.7861 -1.2993
O -3.0100 6.6903 -2.6801
H -3.8073 5.8779 -0.9616
H -2.4952 6.9632 -0.6379
H -4.0618 7.5846 -1.1255
H -3.3329 5.8859 -3.0113
C -1.6081 3.3269 -3.2037
O -1.8288 3.5905 -1.8367
H -0.7611 3.8659 -3.5751
H -1.4365 2.2096 -3.3885
H -2.4724 3.6771 -3.8206
H -2.5455 3.0183 -1.5504
C -2.0370 2.4150 1.4836
O -0.9298 2.3793 2.4399
H -1.7453 2.7935 0.4980
H -2.4430 1.4305 1.3701
H -2.8706 3.0554 1.8569
H -0.5362 3.3069 2.4444
C 1.8625 -0.4236 -4.3838
O 1.1954 0.7700 -3.9562
H 2.5610 -0.8252 -3.6668
H 1.0919 -1.1238 -4.7985
H 2.5483 -0.1720 -5.2557
H 0.9614 0.6278 -3.0109
C -0.3504 -0.4038 -0.6997
O 0.8942 -0.0120 -1.1918
H -0.3740 -0.2878 0.3994
H -1.1577 0.2378 -1.0087
H -0.6191 -1.4574 -0.8916
H 1.5666 -0.4068 -0.5398
C -4.3663 1.3642 -1.6267
O -4.1897 2.4146 -0.7103
H -3.8790 0.4369 -1.3597
H -5.4674 1.1440 -1.7667
H -4.0999 1.7184 -2.5993
H -4.4096 2.0764 0.1998
C 0.4386 -7.2252 -0.0040
C 1.2070 -6.2904 -0.9849
C 0.4180 -5.0764 -1.4486
O 1.1682 -4.5139 -2.4859
C 0.6189 -3.3953 -3.1360
N 2.4847 -5.8293 -0.3811
H 0.4885 -6.7824 0.9867
H 0.8950 -8.2368 -0.0067
H -0.6530 -7.1957 -0.1384
H 1.5750 -6.9478 -1.8359
H 0.3608 -4.3693 -0.6437
H -0.6031 -5.2114 -1.8984
H 1.3356 -3.1676 -3.9551
H 0.5783 -2.3933 -2.6326
H -0.3572 -3.5327 -3.5804
H 2.3152 -5.2381 0.4236
H 3.0256 -5.2169 -1.0073
C 4.4917 0.2931 -1.0309
C 4.0417 -0.9275 -0.2101
C 5.2733 -1.4228 0.5455
O 4.9611 -2.5486 1.3506
C 6.0822 -3.4046 1.6020
N 2.8317 -0.6676 0.5329
H 3.8460 0.4991 -1.8727
H 5.4624 0.0983 -1.5123
H 4.4880 1.1573 -0.3606
H 3.7412 -1.6767 -0.9270
H 5.7337 -0.6574 1.1113
H 5.9551 -1.7550 -0.2684
H 6.9344 -2.8243 1.9919
H 6.6033 -3.7980 0.6992
H 5.8149 -4.2152 2.3283
H 2.5422 -1.5151 1.0527
H 2.9367 -0.0066 1.2978
C 0.9226 4.1435 0.1604
C 1.3149 4.9380 1.3989
C 1.8472 6.3278 0.9930
O 0.9232 6.9926 0.1349
C 1.5648 8.0927 -0.4911
N 0.1582 5.0948 2.1663
H 0.1268 4.6416 -0.3640
H 0.5212 3.1172 0.3471
H 1.7246 4.0580 -0.5470
H 2.1308 4.4665 1.9384
H 2.8043 6.0793 0.4246
H 2.0289 6.9942 1.8794
H 0.9678 8.6020 -1.2111
H 2.5383 7.8234 -0.9327
H 1.7530 8.8131 0.3139
H -0.4761 5.6157 1.5582
H 0.3306 5.5653 3.0474
C -5.6500 0.3184 -6.6225
C -4.2647 0.2580 -7.2745
C -3.0837 0.6368 -6.3157
O -3.2037 -0.1028 -5.0748
C -1.9313 -0.3899 -4.6395
N -4.0987 -1.0685 -7.9219
H -5.5760 1.2433 -5.9884
H -5.8735 -0.5151 -5.9564
H -6.3348 0.4940 -7.3838
H -4.3241 1.0064 -8.0750
H -2.9906 1.6950 -6.0825
H -2.1919 0.3627 -6.8427
H -1.8569 -0.7354 -3.6115
H -1.3646 0.5731 -4.5669
H -1.3909 -1.1121 -5.2228
H -4.2667 -1.8000 -7.2309
H -3.2372 -1.2491 -8.3989

Properties
- Highest occupied orbital energy: -9.022 eV
- Molar mass: 909.380 g/mol
- LUMO: 0.51 eV
- Energy relative to the best compared isomer or geometry (same formula, charge and spin): 0.288 eV

***

[2]
Density functional theory data (ωB97M-V/def2-TZVPD) for a 20-piece molecular cluster, C40H120O40 overall.

CARTESIAN COORDINATES (ANGSTROEM)
C -4.2952 -6.8750 -2.9342
C -4.9393 -5.5255 -2.5636
O -4.0180 -4.4379 -2.3121
O -3.6977 -7.4663 -1.8284
H -3.4446 -6.6596 -3.5808
H -5.0506 -7.5376 -3.3568
H -5.6397 -5.6481 -1.7373
H -5.5729 -5.2937 -3.4197
H -3.7495 -4.5049 -1.3928
H -3.6714 -6.7374 -1.2042
C 2.2357 -2.3602 -3.3947
C 1.0853 -2.2797 -2.3303
O 0.0215 -3.2202 -2.5201
O 2.3857 -3.7708 -3.6159
H 3.1588 -1.9345 -3.0015
H 1.9095 -1.9538 -4.3521
H 0.7074 -1.2611 -2.2428
H 1.4236 -2.7620 -1.4131
H -0.5428 -3.1627 -1.7456
H 1.6072 -4.2171 -3.2748
C 3.6921 2.6768 1.5511
C 3.0996 3.1826 2.9378
O 3.9506 4.1244 3.6584
O 4.1025 3.8441 0.9010
H 2.9381 2.0927 1.0235
H 4.5672 2.0325 1.6352
H 2.8135 2.3883 3.6272
H 2.1484 3.7050 2.8355
H 3.4554 4.4933 4.3934
H 5.0328 3.9579 1.1090
C 0.9544 8.2414 3.9644
C 1.8909 7.5194 3.0109
O 1.4819 6.2727 2.4317
O 1.2125 7.8058 5.3529
H -0.1066 8.1949 3.7191
H 1.1722 9.3064 4.0450
H 2.8382 7.1752 3.4261
H 2.0926 8.1731 2.1623
H 2.2441 5.7641 2.1452
H 1.2969 6.8514 5.2935
C -3.3750 0.6016 1.8128
C -4.2362 -0.0566 2.9070
O -5.4645 -0.6622 2.2947
O -3.0715 -0.3412 0.8162
H -2.5273 0.9852 2.3805
H -3.9883 1.3761 1.3524
H -4.4471 0.4697 3.8379
H -3.5879 -0.9084 3.1129
H -5.4159 -1.6070 2.1318
H -3.6549 -0.3506 0.0539
C -7.5919 -1.4421 -1.2909
C -8.3122 -2.5947 -1.9546
O -7.9121 -3.0524 -3.2607
O -6.2431 -1.9557 -1.2714
H -7.8916 -1.2496 -0.2608
H -7.5644 -0.5776 -1.9543
H -9.2919 -2.2350 -2.2688
H -8.5412 -3.4718 -1.3494
H -6.9568 -3.0928 -3.1749
H -6.1411 -2.3650 -0.4091
C -1.9090 -6.9453 1.2282
C -2.2070 -5.4826 0.7698
O -3.5498 -5.2923 0.3517
O -0.5947 -6.9935 1.7486
H -1.9835 -7.5644 0.3343
H -2.6037 -7.3802 1.9468
H -1.4954 -5.1063 0.0348
H -1.8132 -4.8950 1.5992
H -4.1062 -5.7860 0.9586
H -0.0719 -7.4583 1.0912
C 1.3275 -1.3431 4.4740
C 1.8679 -1.7098 5.8466
O 3.2485 -2.0127 5.8778
O 2.0647 -0.2412 3.8964
H 0.2418 -1.2472 4.4812
H 1.5549 -2.1598 3.7888
H 1.1780 -2.5282 6.0525
H 1.7891 -0.9617 6.6354
H 3.4317 -2.0356 6.8199
H 1.6148 -0.1209 3.0568
C 4.5734 -5.2576 -0.0062
C 3.6953 -6.5538 -0.2443
O 3.0319 -6.4684 -1.5737
O 3.8024 -4.1468 -0.4215
H 5.4918 -5.2452 -0.5931
H 4.9403 -5.1978 1.0184
H 2.9010 -6.6161 0.4995
H 4.2886 -7.4679 -0.2228
H 3.4948 -6.9554 -2.2594
H 3.4844 -4.4519 -1.2743
C 6.0875 -1.0538 3.0989
C 5.1023 -2.1474 2.6637
O 4.6858 -2.9851 3.7045
O 5.5119 -0.2310 4.1188
H 6.2869 -0.4456 2.2166
H 6.9685 -1.5858 3.4580
H 5.4949 -2.7832 1.8702
H 4.2939 -1.6443 2.1331
H 4.2077 -2.4624 4.3525
H 4.5584 -0.2118 4.0091
C 2.5288 6.5984 -1.3745
C 1.6783 7.8143 -1.2118
O 0.4656 7.8778 -1.9429
O 1.9019 5.4325 -0.9959
H 3.3366 6.6470 -0.6443
H 2.9135 6.5906 -2.3943
H 2.1899 8.7317 -1.5030
H 1.4203 7.9524 -0.1618
H -0.0818 7.2009 -1.5382
H 1.3815 5.4596 -0.1896
C -5.5410 -3.6977 2.4311
C -6.0296 -5.1162 2.5319
O -4.9268 -5.9977 2.3852
O -5.3387 -3.2411 1.0626
H -4.6280 -3.6584 3.0251
H -6.2579 -3.1836 3.0712
H -6.8521 -5.2741 1.8344
H -6.4502 -5.2512 3.5284
H -4.7126 -6.5103 3.1681
H -4.5985 -3.7714 0.7584
C 0.9138 3.1843 -4.5233
C 1.6481 1.9860 -4.1015
O 3.0205 1.9456 -4.5230
O 0.8443 3.3664 -5.9167
H 1.5075 4.0196 -4.1522
H -0.1061 3.2717 -4.1487
H 1.2659 1.0456 -4.4987
H 1.7128 1.8625 -3.0204
H 3.6480 2.3726 -3.9351
H 1.5516 3.9839 -6.1168
C -1.0548 3.8661 0.5206
C -0.8138 2.9636 -0.7650
O 0.5961 2.6975 -0.7973
O -0.6437 5.2060 0.2759
H -0.6211 3.3512 1.3779
H -2.1196 3.7666 0.7315
H -0.9797 3.6035 -1.6317
H -1.3665 2.0279 -0.8503
H 1.0095 3.5474 -0.9657
H -0.9691 5.5138 1.1250
C 6.3559 -2.6049 -2.2319
C 5.8405 -1.4684 -3.1471
O 6.7492 -0.6864 -3.8426
O 7.4245 -2.1667 -1.4724
H 6.6493 -3.4600 -2.8409
H 5.4362 -2.8311 -1.6924
H 5.4106 -0.6966 -2.5086
H 4.9569 -1.6440 -3.7607
H 6.7029 0.1754 -3.4222
H 8.2191 -2.6928 -1.5887
C 6.1647 3.4490 -3.4258
C 4.9510 4.3099 -3.2351
O 3.9866 3.5534 -2.6040
O 7.2108 4.2828 -3.9782
H 5.9609 2.6238 -4.1081
H 6.6125 3.1526 -2.4772
H 4.6810 4.5482 -4.2639
H 5.2152 5.2901 -2.8384
H 3.6661 3.9752 -1.8034
H 7.0982 4.2642 -4.9314
C -4.5016 -1.1428 -4.6555
C -3.2448 -0.5740 -3.9711
O -3.2874 -0.6408 -2.4783
O -5.6007 -0.6231 -4.0352
H -4.5368 -2.2233 -4.5162
H -4.5030 -0.9542 -5.7291
H -2.8068 0.3930 -4.2185
H -2.4641 -1.1223 -4.4983
H -3.1806 -1.5659 -2.2451
H -5.4870 -0.8535 -3.1102
C -0.0275 2.7190 4.9512
C 0.3244 4.1566 5.2634
O 1.6760 4.4757 5.3774
O -0.3029 2.1073 6.1878
H 0.7994 2.1764 4.4932
H -0.9370 2.6444 4.3551
H -0.2611 4.4464 6.1360
H -0.0005 4.7870 4.4357
H 2.0424 3.9801 6.1134
H 0.4535 2.1639 6.7762
C -6.1374 2.2496 -2.3260
C -4.6646 2.8015 -2.2785
O -4.7546 4.1254 -2.4086
O -6.9649 2.3837 -3.4283
H -6.6237 2.6403 -1.4321
H -5.9702 1.1832 -2.1747
H -4.1120 2.4016 -3.1287
H -3.9927 2.5360 -1.4624
H -5.0441 4.4397 -3.2682
H -7.7047 1.7729 -3.3955
C 0.3855 -1.4893 0.8516
C 1.3345 -0.3790 0.5631
O 0.9526 0.7323 1.2418
O -0.6455 -1.5430 -0.0246
H -0.1396 -1.3238 1.7923
H 0.8134 -2.4728 1.0455
H 1.3882 -0.2626 -0.5193
H 2.2913 -0.6416 1.0143
H 0.6658 1.4808 0.7135
H -1.4289 -1.0323 0.1926

Properties
- Highest occupied orbital energy: -9.558 eV
- Molar mass: 1241.360 g/mol
- LUMO: -0.27 eV
- Energy relative to the best compared isomer or geometry (same formula, charge and spin): 8.662 eV